No. 1
DFT (wB97M-V/def2-TZVPD) results for the molecule C4H3N3O3.

Calculated values
SMILES string ... O=C=NC(=O)C/N=N\C=O
Energy above the lowest of the compared OMol25 structures with the same formula, charge and spin ... 443.5 kJ/mol
2S+1 ... 1

The geometry in XYZ format:
```
13
C4H3N3O3 (wB97M-V/def2-TZVPD)
C 0.7264 0.3699 -1.4677
C 0.5887 -2.2416 -1.0874
C -1.1675 -0.1019 1.9315
C 0.5516 1.2072 -0.2842
N 0.2620 -1.0939 -1.0180
N -1.4137 0.5334 0.7362
N -0.9420 1.2269 -0.1034
O 1.0031 0.6268 -2.5471
O 0.5913 -3.3920 -1.0168
O -1.2672 -1.2221 2.2767
H -0.8775 0.9043 2.4980
H 1.0879 0.9079 0.7244
H 0.8568 2.2750 -0.6422
```

***

No. 2
DFT (wB97M-V/def2-TZVPD) results for the ion C4H3N4O with charge +1.

Calculated values
SMILES string ... C[N+](=O)N=C(C#N)C#N
Energy above the lowest of the compared OMol25 structures with the same formula, charge and spin ... 348.9 kJ/mol
Total charge ... +1
2S+1 ... 1

The geometry in XYZ format:
```
12
C4H3N4O (wB97M-V/def2-TZVPD)
C 4.2175 -1.1875 0.2327
C 3.7535 1.1288 -0.4325
C 3.3359 -0.1551 -0.0541
C -0.3261 0.1268 0.3213
N 4.7827 -2.0899 0.5736
N 4.2567 2.1523 -0.6018
N 1.8730 -0.4772 0.2785
N 1.0467 0.5165 0.3174
O 1.3790 1.6691 0.4729
H -0.6009 -0.9761 0.2173
H -0.7003 0.8014 -0.5723
H -0.8401 0.5238 1.2388
```

***

No. 3
DFT (wB97M-V/def2-TZVPD) results for the molecule C4H3NO.

Calculated values
SMILES string ... C=CC(=O)C#N
Energy above the lowest of the compared OMol25 structures with the same formula, charge and spin ... 178.2 kJ/mol
2S+1 ... 1

The geometry in XYZ format:
```
9
C4H3NO (wB97M-V/def2-TZVPD)
C 1.5097 0.6561 0.2587
C -1.3772 0.3409 0.2445
C -0.5980 -0.5632 -0.2759
C 1.2327 -0.6777 -0.0945
N 1.7536 1.7658 0.5015
O 1.8549 -1.5974 -0.4584
H -2.4685 0.4210 -0.1245
H -0.9167 0.9960 0.8915
H -0.9906 -1.3415 -0.9430
```

***

No. 4
DFT (wB97M-V/def2-TZVPD) results for the molecule C4H3NO.

Calculated values
Energy above the lowest of the compared OMol25 structures with the same formula, charge and spin ... 549.7 kJ/mol
2S+1 ... 1

The geometry in XYZ format:
```
9
C4H3NO (wB97M-V/def2-TZVPD)
O -1.7788 0.8157 -0.6265
C -0.2100 -0.5430 -0.1601
C 1.1263 -0.1416 -0.2008
C 2.3168 -0.0044 -0.3530
C -1.1960 -0.1233 0.7421
N -1.3971 -0.3373 1.8928
H -1.7715 1.6928 -0.1949
H -0.4258 -1.5139 -0.5996
H 3.3653 0.1268 -0.5062
```

***

No. 5
DFT (wB97M-V/def2-TZVPD) results for the molecule C4H3NO.

Calculated values
Energy above the lowest of the compared OMol25 structures with the same formula, charge and spin ... 343.2 kJ/mol
2S+1 ... 1

The geometry in XYZ format:
```
9
C4H3NO (wB97M-V/def2-TZVPD)
C -2.3122 0.0263 0.0077
C 0.9250 -0.4393 -0.3816
C 0.1389 0.6714 -0.0302
C -1.1394 0.4388 0.3229
N -3.4551 -0.1485 -0.1775
O 2.0470 -0.7261 0.1627
H 0.5203 -1.3116 -0.9522
H 2.5909 0.0122 0.6051
H 0.6847 1.4768 0.4430
```

***

No. 6
DFT (wB97M-V/def2-TZVPD) results for a structure of composition C4H3NO.

Calculated values
Energy above the lowest of the compared OMol25 structures with the same formula, charge and spin ... 734.4 kJ/mol
2S+1 ... 1

The geometry in XYZ format:
```
9
C4H3NO (wB97M-V/def2-TZVPD)
C -0.0361 0.0021 -0.1193
C 0.8701 -0.6904 -0.7490
C 0.8574 -0.9095 1.3593
C -1.1204 0.9745 -0.1397
N 1.8724 -1.5007 -0.5142
O 1.7972 -1.6426 0.8465
H -1.3803 1.2197 -1.2308
H -2.1796 0.6455 0.1457
H -0.6807 1.9014 0.4014
```

***

No. 7
DFT (wB97M-V/def2-TZVPD) results for the molecule C4H3NO2.

Calculated values
Energy above the lowest of the compared OMol25 structures with the same formula, charge and spin ... 306.0 kJ/mol
2S+1 ... 1

The geometry in XYZ format:
```
10
C4H3NO2 (wB97M-V/def2-TZVPD)
O 2.5857 0.3805 0.1796
C 1.8463 -0.4886 -0.4781
C 0.4267 -0.2448 -0.2095
N -0.4978 -0.9791 -0.7622
C -1.6831 -0.4742 -0.3026
C -1.4214 0.5698 0.5284
O -0.0862 0.7324 0.6020
H 3.4975 0.1552 -0.0566
H -2.6305 -0.8963 -0.6046
H -2.0373 1.2452 1.1036
```

***

No. 8
DFT (wB97M-V/def2-TZVPD) results for the molecule C4H3NO2.

Calculated values
Energy above the lowest of the compared OMol25 structures with the same formula, charge and spin ... 341.3 kJ/mol
2S+1 ... 1

The geometry in XYZ format:
```
10
C4H3NO2 (wB97M-V/def2-TZVPD)
O 2.7497 0.6208 0.5842
C 2.0123 0.0391 -0.1666
C 0.5331 -0.0011 0.0208
N -0.3133 -0.4536 -0.7942
C -1.5940 -0.1906 -0.1388
C -1.3228 0.4266 1.2120
O -0.0027 0.5361 1.2143
H 2.3560 -0.5045 -1.0630
H -2.2229 -1.0856 -0.0925
H -2.1593 0.5542 -0.7172
```

***

No. 9
DFT (wB97M-V/def2-TZVPD) results for the molecule C4H3NO2.

Calculated values
SMILES string ... O=Cc1ncco1
Energy above the lowest of the compared OMol25 structures with the same formula, charge and spin ... 327.6 kJ/mol
2S+1 ... 1

The geometry in XYZ format:
```
10
C4H3NO2 (wB97M-V/def2-TZVPD)
O -2.1401 1.5778 -1.0835
C -1.1229 0.9894 -1.3451
C -0.2807 0.3237 -0.3135
N 0.8798 -0.2114 -0.5738
C 1.2818 -0.6294 0.6615
C 0.3311 -0.4105 1.6419
O -0.7028 0.2298 0.9440
H -0.7175 0.8813 -2.3678
H 2.2028 -1.1632 0.8630
H 0.2800 -1.5385 1.5763
```

***

No. 10
DFT (wB97M-V/def2-TZVPD) results for a cluster of 2 separate species, C4H3NO2 in total.

Calculated values
Energy above the lowest of the compared OMol25 structures with the same formula, charge and spin ... 557.3 kJ/mol
2S+1 ... 1

The geometry in XYZ format:
```
10
C4H3NO2 (wB97M-V/def2-TZVPD)
C -2.6349 0.4260 0.2158
C 0.5761 0.6037 -0.0747
C 2.0249 0.3668 -0.1446
C -0.2927 -0.3708 0.0158
N -3.7356 0.5387 -0.0307
O 2.8003 1.2227 -0.0193
O -0.2648 -1.6741 0.1049
H 0.2312 1.6691 0.0002
H 2.3826 -0.6995 -0.2169
H -1.0871 -2.0826 0.1495
```

***

What did the fifth record say?
DFT (wB97M-V/def2-TZVPD) results for the molecule C4H3NO.

Calculated values
Energy above the lowest of the compared OMol25 structures with the same formula, charge and spin ... 343.2 kJ/mol
2S+1 ... 1

The geometry in XYZ format:
```
9
C4H3NO (wB97M-V/def2-TZVPD)
C -2.3122 0.0263 0.0077
C 0.9250 -0.4393 -0.3816
C 0.1389 0.6714 -0.0302
C -1.1394 0.4388 0.3229
N -3.4551 -0.1485 -0.1775
O 2.0470 -0.7261 0.1627
H 0.5203 -1.3116 -0.9522
H 2.5909 0.0122 0.6051
H 0.6847 1.4768 0.4430
```

***

> What is the 2S+1 in the sixth record?

1